# 1
A molecular structure, C55H63CrN5, computed with the ωB97M-V functional and the def2-TZVPD basis.

Each line ends with the Mulliken spin population.
Cartesian coordinates (Å):
Cr: 0.292 -0.095 0.003  3.094
C: -4.469 -3.960 -0.975  0.001
C: -3.525 -3.657 -2.147  0.001
C: -2.794 -2.368 -1.949  0.012
C: -3.147 -1.128 -2.369  -0.008
C: -4.308 -0.732 -3.229  0.000
C: -5.490 -0.152 -2.446  0.000
C: -2.160 -0.211 -1.810  0.039
N: -1.239 -0.899 -1.106  -0.099
C: -1.579 -2.206 -1.159  0.031
C: -0.852 -3.246 -0.596  -0.014
C: 0.332 -3.145 0.131  0.020
C: 1.095 -4.269 0.659  0.002
C: 0.694 -5.709 0.565  0.001
C: -0.303 -6.105 1.661  0.001
C: 2.166 -3.736 1.303  0.000
C: 2.047 -2.292 1.174  -0.004
C: 2.887 -1.370 1.785  0.018
C: 2.780 0.013 1.757  0.005
N: 1.848 0.714 1.075  -0.057
C: 2.133 2.020 1.217  0.032
C: 1.433 3.060 0.609  -0.011
C: 0.328 2.945 -0.219  0.032
N: -0.310 1.791 -0.519  -0.077
C: -1.307 2.089 -1.384  0.047
C: -2.174 1.173 -1.967  -0.032
C: -1.336 3.525 -1.624  -0.001
C: -0.319 4.058 -0.902  0.013
C: 0.092 5.494 -0.804  0.001
C: -0.609 6.236 0.339  0.002
C: -2.327 4.235 -2.493  0.001
C: -3.682 4.437 -1.804  0.000
C: 3.306 2.182 2.070  0.000
C: 3.705 0.931 2.410  -0.002
C: 4.797 0.522 3.345  0.001
C: 4.258 0.122 4.726  0.000
C: 3.892 3.495 2.487  0.000
C: 3.117 4.156 3.634  0.000
N: 0.941 -1.988 0.460  -0.068
C: 3.290 -4.453 1.983  0.000
C: 4.559 -4.493 1.124  0.000
H: -4.958 -4.931 -1.096  0.000
H: -5.241 -3.192 -0.895  0.000
H: -3.921 -3.962 -0.030  0.000
H: -4.094 -3.619 -3.079  0.000
H: -2.811 -4.478 -2.257  0.000
H: -4.649 -1.604 -3.793  0.000
H: -3.972 -0.002 -3.971  0.000
H: -5.844 -0.871 -1.706  0.000
H: -6.323 0.095 -3.110  0.000
H: -5.196 0.753 -1.911  0.000
H: -1.239 -4.247 -0.749  0.000
H: 1.583 -6.341 0.634  0.000
H: 0.254 -5.909 -0.415  0.000
H: 0.154 -5.998 2.649  0.000
H: -0.640 -7.138 1.548  0.000
H: -1.178 -5.451 1.635  0.000
H: 3.707 -1.780 2.364  0.000
H: 1.805 4.064 0.783  -0.002
H: -2.945 1.580 -2.613  -0.004
H: -0.122 5.996 -1.750  0.000
H: 1.173 5.556 -0.667  0.000
H: -1.690 6.254 0.181  0.000
H: -0.259 7.267 0.420  0.000
H: -0.425 5.735 1.291  0.000
H: -2.473 3.671 -3.419  0.000
H: -1.921 5.206 -2.785  0.000
H: -4.127 3.477 -1.533  0.000
H: -4.383 4.969 -2.452  0.000
H: -3.562 5.012 -0.883  0.000
H: 5.509 1.343 3.457  0.000
H: 5.357 -0.314 2.917  0.000
H: 3.687 0.943 5.164  0.000
H: 5.069 -0.139 5.411  0.000
H: 3.581 -0.732 4.647  0.000
H: 3.918 4.171 1.629  0.000
H: 4.932 3.346 2.789  0.000
H: 2.071 4.302 3.357  0.000
H: 3.543 5.127 3.896  0.000
H: 3.134 3.522 4.523  0.000
H: 2.979 -5.472 2.225  0.000
H: 3.512 -3.967 2.938  0.000
H: 4.355 -4.978 0.167  0.000
H: 5.363 -5.038 1.624  0.000
H: 4.910 -3.482 0.906  0.000
N: -0.805 -0.214 1.570  0.014
C: -1.463 -0.606 2.542  0.032
C: -2.986 -0.704 2.516  0.018
C: -3.691 0.094 1.620  0.008
C: -5.074 0.019 1.543  -0.002
C: -5.776 -0.878 2.342  0.007
C: -5.080 -1.692 3.226  -0.004
C: -3.695 -1.593 3.319  0.006
C: -0.783 -1.068 3.818  0.010
C: 0.056 -2.178 3.797  0.000
C: 0.744 -2.568 4.941  -0.001
C: 0.605 -1.846 6.120  0.003
C: -0.233 -0.736 6.148  0.000
C: -0.927 -0.358 5.006  0.004
H: -3.123 0.766 0.984  0.008
H: -5.610 0.664 0.857  0.000
H: -6.857 -0.940 2.277  0.001
H: -5.616 -2.401 3.848  0.000
H: -3.156 -2.220 4.022  0.001
H: 0.182 -2.726 2.867  0.006
H: 1.398 -3.432 4.906  0.000
H: 1.147 -2.143 7.010  0.000
H: -0.343 -0.163 7.063  0.000
H: -1.579 0.509 5.028  0.000
C: 4.928 -0.946 -2.328  0.004
C: 3.959 0.111 -2.880  -0.006
C: 4.539 1.507 -2.605  0.003
C: 3.799 -0.086 -4.391  0.005
C: 2.656 -0.014 -2.206  0.041
C: 1.594 -0.108 -1.611  -0.125
H: 5.913 -0.854 -2.801  0.000
H: 4.540 -1.950 -2.515  0.000
H: 5.040 -0.825 -1.248  -0.001
H: 5.523 1.618 -3.076  0.000
H: 4.641 1.666 -1.529  0.000
H: 3.871 2.277 -2.997  0.000
H: 4.767 0.004 -4.895  0.001
H: 3.118 0.661 -4.803  -0.001
H: 3.384 -1.073 -4.604  -0.001

**Multiplicity**: 4
**HOMO (alpha / beta)**: -3.8 / -3.8 eV
**Total charge**: -1
**Gap between HOMO and LUMO (alpha / beta)**: 0.2131 / 0.2086 Ha

=====

# 2
A molecular structure, C55H64CsN9O4 in a non-equilibrium geometry, computed with the ωB97M-V functional and the def2-TZVPD basis.

Each line ends with the Löwdin charge.
Cartesian coordinates (Å):
Cs: -0.357 1.312 0.833  1.371
C: -1.870 -6.690 -1.584  -0.086
C: -1.507 -5.471 -0.775  -0.329
C: -1.044 -5.596 0.527  -0.046
C: -0.633 -4.490 1.311  -0.159
C: -0.207 -4.664 2.635  -0.112
N: 0.367 -3.658 3.398  -0.035
C: 0.104 -3.588 4.825  -0.230
C: -0.768 -2.385 5.180  -0.161
C: -2.148 -2.413 4.487  -0.194
N: -2.499 -1.222 3.767  -0.008
C: -3.247 -0.209 4.295  -0.082
C: -3.749 0.883 3.571  -0.157
C: -4.582 1.857 4.174  -0.046
C: -5.166 2.893 3.457  -0.329
C: -6.024 3.916 4.158  -0.092
C: -4.947 2.968 2.084  -0.044
C: -4.141 2.027 1.425  -0.170
C: -3.919 2.105 -0.042  -0.145
N: -4.171 1.237 -0.935  0.061
C: -4.847 0.000 -0.569  -0.232
C: -3.987 -1.261 -0.666  -0.166
C: -3.256 -1.462 -2.001  -0.222
N: -1.861 -1.024 -1.924  0.052
C: -1.037 -1.728 -1.255  -0.168
C: -1.166 -3.065 -0.635  -0.143
C: -1.565 -4.201 -1.345  -0.057
C: -0.706 -3.150 0.707  -0.329
O: -0.409 -2.097 1.357  -0.093
C: -3.464 1.015 2.143  -0.388
O: -2.610 0.248 1.579  -0.378
H: -2.029 -7.557 -0.938  0.060
H: -1.082 -6.962 -2.299  0.052
H: -2.785 -6.538 -2.162  0.065
H: -0.997 -6.588 0.974  0.096
H: -0.242 -5.653 3.086  0.096
H: 0.252 -2.766 2.883  0.081
H: 1.047 -3.518 5.385  0.096
H: -0.384 -4.518 5.142  0.105
H: -0.249 -1.477 4.869  0.094
H: -0.869 -2.322 6.270  0.098
H: -2.933 -2.624 5.223  0.107
H: -2.157 -3.244 3.775  0.112
H: -2.208 -1.101 2.797  0.095
H: -3.515 -0.315 5.344  0.101
H: -4.777 1.782 5.242  0.095
H: -6.155 3.658 5.211  0.056
H: -7.021 3.990 3.712  0.062
H: -5.582 4.917 4.120  0.064
H: -5.411 3.765 1.507  0.102
H: -3.477 3.039 -0.409  0.106
H: -5.675 -0.100 -1.284  0.101
H: -5.280 0.048 0.438  0.110
H: -4.654 -2.110 -0.484  0.108
H: -3.255 -1.255 0.139  0.087
H: -3.743 -0.869 -2.782  0.095
H: -3.324 -2.511 -2.298  0.081
H: -0.047 -1.280 -1.131  0.081
H: -1.881 -4.097 -2.379  0.104
C: 3.900 -0.501 0.394  -0.128
N: 3.220 -1.737 0.748  -0.116
C: 3.590 -2.910 -0.025  -0.127
C: 2.639 -3.334 -1.126  -0.236
C: 2.366 -4.685 -1.322  -0.023
C: 1.547 -5.061 -2.372  -0.079
C: 1.033 -4.078 -3.200  -0.079
C: 1.350 -2.758 -2.920  -0.142
N: 2.134 -2.390 -1.913  0.148
C: 3.305 -2.027 2.174  -0.141
C: 2.813 -0.923 3.082  -0.277
C: 3.497 -0.610 4.250  -0.035
C: 2.965 0.341 5.110  -0.078
C: 1.774 0.952 4.766  -0.054
C: 1.179 0.585 3.566  -0.199
N: 1.674 -0.326 2.737  0.124
C: 3.479 0.069 -0.939  -0.284
C: 4.321 0.044 -2.043  -0.048
C: 3.868 0.570 -3.245  -0.078
C: 2.593 1.104 -3.296  -0.061
C: 1.834 1.097 -2.131  -0.146
N: 2.262 0.605 -0.981  0.111
H: 5.002 -0.626 0.411  0.120
H: 3.631 0.242 1.142  0.120
H: 3.671 -3.751 0.668  0.110
H: 4.594 -2.794 -0.472  0.125
H: 2.762 -5.422 -0.634  0.106
H: 1.290 -6.103 -2.523  0.097
H: 0.361 -4.313 -4.015  0.100
H: 0.929 -1.952 -3.513  0.108
H: 4.335 -2.306 2.477  0.119
H: 2.670 -2.893 2.380  0.115
H: 4.431 -1.112 4.473  0.099
H: 3.481 0.605 6.025  0.096
H: 1.313 1.711 5.383  0.106
H: 0.248 1.039 3.250  0.018
H: 5.310 -0.388 -1.947  0.099
H: 4.500 0.561 -4.126  0.096
H: 2.185 1.540 -4.201  0.079
H: 0.839 1.536 -2.139  0.082
N: 3.433 3.693 -1.039  0.036
C: 3.416 4.632 0.081  -0.293
C: 1.991 5.077 0.364  -0.127
C: 1.113 3.952 0.952  -0.799
O: -0.049 3.851 0.485  -0.313
O: 1.610 3.257 1.868  -0.130
H: 4.365 3.368 -1.259  0.064
H: 3.049 4.113 -1.879  0.042
H: 4.061 5.512 -0.081  0.090
H: 3.775 4.109 0.970  0.101
H: 1.516 5.478 -0.535  0.083
H: 2.006 5.885 1.103  0.108
C: -1.804 2.149 -3.013  -0.071
C: -0.814 2.681 -4.003  -0.310
C: -0.797 1.972 -5.331  -0.057
C: 0.015 3.669 -3.636  -0.042
C: 1.137 4.297 -4.348  -0.196
C: 1.740 5.402 -3.729  -0.058
C: 2.823 6.058 -4.289  -0.095
C: 3.347 5.630 -5.502  -0.116
C: 2.769 4.539 -6.132  -0.100
C: 1.685 3.880 -5.568  -0.053
H: -1.512 1.136 -2.707  0.057
H: -2.806 2.024 -3.429  0.082
H: -1.855 2.777 -2.127  0.065
H: -1.650 1.298 -5.402  0.075
H: 0.105 1.362 -5.448  0.072
H: -0.839 2.668 -6.172  0.077
H: -0.134 4.067 -2.635  0.111
H: 1.342 5.741 -2.779  0.100
H: 3.261 6.900 -3.765  0.099
H: 4.199 6.134 -5.942  0.089
H: 3.168 4.181 -7.074  0.094
H: 1.284 3.023 -6.084  0.078

**Multiplicity**: 1
**HOMO (alpha / beta)**: -0.1 / 0.3 eV
**Total charge**: -2
**Gap between HOMO and LUMO (alpha / beta)**: 0.1375 / 0.1225 Ha

=====

Q: The lowest multiplicity belongs to which entry?
A: C55H64CsN9O4